Computed, not measured: Br2O2P as an isolated structure at a distorted geometry, with ωB97M-V/def2-TZVPD.

The geometry in XYZ format:
```
5
Properties=species:S:1:pos:R:3:forces:R:3
O -0.19299 1.30599 0.38438 -0.85 -0.13 -0.52
O 0.17326 -1.29624 0.44437 -0.61 0.20 -0.68
P 0.09964 0.00757 -0.23492 0.56 -0.26 0.34
Br 2.01037 0.32853 -1.28710 0.06 -0.12 -0.50
Br -1.57589 -0.47647 -2.75248 0.85 0.31 1.37
```
Forces are in eV/Å.

Values from the calculation:
Multiplicity   1
Orbital gap   0.2868 Ha
Charge   -1



Computed, not measured: a single C3HF molecule at a distorted geometry, with ωB97M-V/def2-TZVPD.

The geometry in XYZ format:
```
5
Properties=species:S:1:pos:R:3:forces:R:3
C 2.80786 -0.04431 0.32424 3.09 0.42 2.55
C 1.89615 -0.12328 -0.49000 -10.12 -2.71 -1.39
C 0.38745 -0.55426 -0.21332 10.67 -0.98 -1.01
F 0.09981 -1.77962 0.08526 -0.22 0.71 -0.46
H -0.28332 0.16834 -0.09738 -3.42 2.56 0.31
```
Forces are in eV/Å.

Values from the calculation:
Multiplicity   1
Orbital gap (spin up / spin down)   0.3023 / 0.3022 Ha
Charge   0



Computed, not measured: C28H39BrN3O2Si3V as an isolated structure, with ωB97M-V/def2-TZVPD.

The geometry in XYZ format:
```
77
Properties=species:S:1:pos:R:3:forces:R:3
V 0.82657 -1.34112 0.14246 0.17 0.91 0.07
C 3.82723 -2.13867 -0.78563 -0.02 0.02 -0.04
O 2.94953 -1.11271 -0.23843 0.01 -0.17 -0.18
C 3.49613 0.18182 -0.20927 -0.08 0.03 -0.01
C 4.83399 0.48479 -0.34593 -0.02 0.03 0.01
C 5.19660 1.83106 -0.36880 -0.02 -0.03 0.01
Br 7.00751 2.27284 -0.57427 0.02 0.01 0.00
C 4.25139 2.83729 -0.24885 -0.03 0.01 0.06
C 2.90829 2.51666 -0.07429 0.11 -0.01 -0.07
C 2.55733 1.18215 -0.06552 0.03 -0.04 -0.10
O 1.24158 0.74314 0.00556 -0.04 -0.24 0.06
C 1.84850 3.53904 0.02285 -0.06 -0.05 0.06
N 1.46313 4.30012 -0.95086 -0.04 -0.01 -0.03
C 0.40955 5.04818 -0.42810 0.01 0.03 -0.02
C -0.36853 6.03016 -1.04152 0.00 -0.02 0.00
C -1.35292 6.62500 -0.28197 -0.01 0.00 0.01
C -1.56842 6.26018 1.05856 -0.01 0.00 0.00
C -0.81320 5.28437 1.67754 -0.01 0.00 -0.01
C 0.17403 4.68646 0.90079 0.01 0.01 0.04
N 1.08405 3.66822 1.16859 0.03 0.07 -0.01
H 4.28590 -1.76116 -1.69645 0.00 -0.01 -0.01
H 3.20244 -2.99505 -1.01541 0.00 -0.02 0.03
H 4.58442 -2.40039 -0.04973 0.00 0.00 0.00
H 5.59270 -0.27712 -0.44303 0.01 0.00 -0.01
H 4.54215 3.87778 -0.28841 0.03 -0.01 0.00
H 0.60755 1.48414 -0.04334 -0.03 0.02 0.08
H -0.18919 6.31341 -2.06951 0.00 0.00 0.00
H -1.97094 7.39793 -0.71768 0.00 0.00 0.00
H -2.34353 6.76381 1.62021 0.00 0.00 0.00
H -0.97789 5.01569 2.71283 0.00 0.00 0.00
H 1.39862 3.40331 2.08862 0.00 0.00 0.01
C -1.52647 2.02890 -0.50172 0.06 -0.03 0.05
Si -1.66531 0.34954 -1.34731 0.01 -0.02 0.03
C -3.44751 0.07161 -1.82124 0.02 0.06 0.02
C -0.55089 0.35254 -2.85987 0.00 -0.01 -0.01
C -1.02118 -1.06817 -0.21035 -0.13 -0.05 -0.02
Si -1.46412 -0.90214 1.71116 -0.17 -0.15 -0.06
C -1.29619 -2.51211 2.66074 -0.04 0.01 0.02
C -0.23194 0.24723 2.56343 -0.04 -0.01 -0.06
C -3.19645 -0.23990 1.84269 0.05 0.08 0.01
Si -1.57962 -2.76865 -0.89077 0.11 -0.08 0.03
C -1.42447 -2.96079 -2.73494 0.03 -0.01 0.03
C -3.26588 -3.28089 -0.29354 -0.01 0.00 -0.05
C -0.27336 -3.95409 -0.13042 0.13 0.06 -0.02
C -0.37829 -5.33763 -0.09166 -0.12 0.01 0.01
C 0.59695 -6.10103 0.53026 0.02 -0.01 0.01
C 1.68161 -5.46592 1.12150 0.00 0.02 -0.01
C 1.76046 -4.09364 1.03825 -0.03 -0.02 0.00
N 0.82172 -3.35819 0.41666 0.07 -0.38 0.14
H -2.37391 2.63687 -0.83008 0.01 0.01 -0.02
H -0.64488 2.60269 -0.81641 -0.05 -0.02 -0.03
H -1.56790 2.02717 0.58872 -0.02 -0.01 -0.02
H -3.73192 0.87339 -2.50890 -0.02 -0.01 0.00
H -4.11784 0.13012 -0.96226 0.00 0.00 0.00
H -3.63616 -0.86890 -2.33913 0.03 -0.01 0.00
H -0.33400 1.38063 -3.15921 -0.01 0.01 0.00
H -1.01866 -0.13923 -3.71317 -0.01 -0.02 0.00
H 0.41320 -0.13820 -2.69351 0.01 0.02 0.01
H -0.25547 -2.77996 2.85716 0.00 0.02 0.00
H -1.78348 -3.37796 2.21486 0.00 0.01 0.01
H -1.76216 -2.34787 3.63697 -0.01 -0.01 0.00
H 0.82432 -0.04945 2.55234 0.00 -0.05 0.00
H -0.52121 0.23017 3.61883 0.00 0.02 0.00
H -0.29207 1.27622 2.20998 0.03 0.02 0.04
H -3.92569 -0.93763 1.43071 0.01 -0.01 -0.01
H -3.32279 0.72370 1.34853 -0.01 -0.02 0.00
H -3.43026 -0.10216 2.90161 0.00 -0.01 0.00
H -2.12452 -2.34421 -3.29742 -0.01 0.02 0.02
H -1.64350 -4.00373 -2.98057 0.01 0.01 -0.02
H -0.41711 -2.74278 -3.09416 0.00 0.01 -0.01
H -4.03082 -2.59252 -0.65603 0.01 0.01 -0.01
H -3.35546 -3.35136 0.78877 -0.01 0.01 -0.01
H -3.49714 -4.26395 -0.71282 -0.01 0.00 0.00
H -1.24076 -5.81767 -0.53634 0.00 0.00 0.00
H 0.50936 -7.17897 0.56528 0.00 0.00 0.00
H 2.45215 -6.02113 1.63666 0.00 -0.01 0.00
H 2.58506 -3.55133 1.48566 0.02 -0.01 -0.01
```
Forces are in eV/Å.

Values from the calculation:
Multiplicity   3
Orbital gap (spin up / spin down)   0.2197 / 0.2445 Ha
Charge   +2



Computed, not measured: a single C6H4N2O5S molecule at a distorted geometry, with ωB97M-V/def2-TZVPD.

The geometry in XYZ format:
```
18
Properties=species:S:1:pos:R:3:forces:R:3
O 1.90935 0.71264 2.86722 1.46 1.20 1.10
N 1.00489 0.03652 2.49128 0.15 0.08 -1.99
O 0.34207 -0.69301 3.16242 -0.80 -0.81 0.46
C 0.79623 0.07233 0.99782 0.00 -0.41 0.93
C 1.81000 0.39231 0.18650 -0.90 0.10 0.43
C 1.60632 0.47414 -1.26645 -3.35 -0.87 2.35
C 0.33832 0.26059 -1.78262 1.93 -0.02 -0.68
C -0.70302 -0.34975 -1.02569 0.53 -1.45 3.46
N -2.08686 -0.09435 -1.53493 1.46 -0.67 0.34
O -2.09478 0.40885 -2.61815 -0.87 0.89 -1.36
O -3.03398 -0.45017 -0.90274 -0.90 -0.19 0.69
S -0.52513 -2.07429 -0.19829 -0.14 1.87 -0.52
C -0.48676 -0.40018 0.59506 -2.87 -1.22 -2.57
O -1.52269 0.03927 1.34811 0.52 1.24 1.14
H 2.64798 0.72870 0.80571 0.38 -0.11 -1.08
H 2.44844 0.80039 -1.73001 1.80 1.03 -2.13
H -0.04857 0.48470 -2.78581 1.14 0.10 0.24
H -2.40181 -0.34870 1.39057 0.44 -0.77 -0.81
```
Forces are in eV/Å.

Values from the calculation:
Multiplicity   1
Orbital gap   0.3153 Ha
Charge   0
SMILES   O=[N+]([O-])C1=CC=C[C@@]2([N+](=O)[O-])S[C@@]12O



Computed, not measured: a single C5H7N molecule, with ωB97M-V/def2-TZVPD.

The geometry in XYZ format:
```
13
Properties=species:S:1:pos:R:3:forces:R:3
C 2.73709 -0.50622 -0.27372 -0.36 0.26 0.09
C 1.74999 0.16052 -0.10132 0.40 -0.25 -0.08
C 0.52362 0.95525 0.03744 0.05 0.09 -0.10
N -0.52049 0.24161 0.77325 0.13 0.04 0.08
C -0.96215 -1.01583 0.19990 0.03 -0.28 -0.08
C -1.82238 0.18764 0.12960 -0.26 0.12 -0.08
H 3.61644 -1.09343 -0.42183 -0.15 0.11 0.05
H 0.74118 1.88496 0.57634 -0.01 -0.15 -0.11
H 0.19055 1.24120 -0.97533 0.05 -0.09 0.13
H -1.17183 -1.80182 0.92106 0.03 0.13 -0.12
H -0.48678 -1.35488 -0.72040 -0.07 0.10 0.13
H -2.68537 0.30112 0.78053 0.15 -0.03 -0.08
H -1.91968 0.66185 -0.84803 0.02 -0.05 0.17
```
Forces are in eV/Å.

Values from the calculation:
Multiplicity   1
Orbital gap   0.3842 Ha
Charge   0
SMILES   C#CCN1CC1



Computed, not measured: a 2-piece molecular cluster, C3H3BrO2S overall at a distorted geometry, with ωB97M-V/def2-TZVPD.

The geometry in XYZ format:
```
10
Properties=species:S:1:pos:R:3:forces:R:3
C -0.99134 -0.48472 0.04811 4.68 -0.86 0.91
C -1.37778 -0.20635 -1.14808 -0.85 0.38 -0.72
C 1.10117 -0.87931 0.31554 -3.30 1.39 1.37
O 2.65903 0.91465 1.56545 -0.74 0.61 -0.68
O 0.93311 1.78667 -0.10610 0.48 0.00 0.50
S 1.49786 0.75941 0.71845 0.38 -3.51 -0.10
Br -3.10045 0.51096 -1.58515 0.27 -0.24 0.30
H -1.20824 -0.37733 1.07896 -1.05 0.01 0.28
H -0.77740 -0.29361 -2.02857 0.31 -0.14 -0.16
H 1.26404 -1.73035 1.14139 -0.18 2.36 -1.71
```
Forces are in eV/Å.

Values from the calculation:
Multiplicity   1
Orbital gap (spin up / spin down)   0.3262 / 0.3262 Ha
Charge   0